{"formula": "C32H30NOSSb2Sc", "method": "wB97M-V/def2-TZVPD", "elements": ["Sb", "Sb", "Sc", "S", "O", "N", "C", "C", "C", "C", "C", "C", "C", "C", "C", "C", "C", "C", "C", "C", "C", "C", "C", "C", "C", "C", "C", "C", "C", "C", "C", "C", "C", "C", "C", "C", "C", "C", "H", "H", "H", "H", "H", "H", "H", "H", "H", "H", "H", "H", "H", "H", "H", "H", "H", "H", "H", "H", "H", "H", "H", "H", "H", "H", "H", "H", "H", "H"], "xyz": [[-0.517, 1.838, -1.480], [0.806, -0.020, 1.741], [1.011, -0.663, -1.145], [3.283, -0.988, -1.961], [0.777, -2.373, -2.030], [1.744, -3.062, -2.669], [4.842, -0.867, 4.335], [-2.315, -0.558, -1.107], [-2.276, 0.823, -0.902], [-3.052, -1.158, 3.395], [2.575, -0.078, 4.205], [-2.737, -2.096, 4.368], [-2.589, 4.146, -4.521], [4.816, -1.192, 2.988], [3.725, -0.311, 4.944], [2.985, -2.529, -2.717], [-2.292, 3.391, -3.396], [3.658, -4.474, -3.956], [-0.294, 4.001, -5.238], [-0.391, 3.321, 0.064], [-1.591, 4.451, -5.438], [3.668, -0.961, 2.241], [-4.457, 0.694, 0.115], [1.408, -4.246, -3.219], [-0.989, 2.945, -3.197], [-4.475, -0.682, -0.080], [-3.358, 1.445, -0.284], [-1.415, -2.457, 4.588], [-0.400, -1.875, 3.841], [3.967, -3.258, -3.381], [-2.045, -0.575, 2.639], [2.547, -0.402, 2.849], [-0.717, -0.928, 2.871], [0.013, 3.242, -4.117], [2.360, -4.977, -3.875], [-3.402, -1.314, -0.690], [-0.588, 2.858, 1.506], [0.562, 2.081, 2.143], [-4.084, -0.878, 3.225], [-0.709, 3.770, 2.098], [-3.082, 3.148, -2.694], [-1.167, 4.036, -0.213], [-1.528, 2.315, 1.616], [4.427, -5.035, -4.470], [2.090, -5.926, -4.314], [0.375, -4.532, -3.093], [-5.332, -1.261, 0.237], [0.566, 3.828, -0.066], [-5.302, 1.186, 0.578], [1.529, 2.530, 1.911], [-3.523, -2.547, 4.958], [1.029, 2.893, -3.971], [-1.171, -3.188, 5.347], [-1.525, -1.072, -1.660], [0.481, 4.237, -5.954], [-3.360, 2.516, -0.116], [4.965, -2.848, -3.432], [1.707, 0.348, 4.695], [3.748, -0.060, 5.996], [-2.305, 0.146, 1.873], [5.687, -1.626, 2.515], [0.455, 2.094, 3.228], [-3.420, -2.382, -0.857], [-1.827, 5.039, -6.314], [3.661, -1.219, 1.188], [-3.600, 4.495, -4.683], [0.630, -2.155, 4.025], [5.737, -1.050, 4.916]], "de_lowest_kcal_mol": 0.0, "charge": 2, "homo_ev": -14.0128, "orbital_gap_ev": 7.4344, "mol_weight_da": 765.1, "lumo_energy_ha": -0.242}

***

{"formula": "C51H42CdN5P2S", "method": "wB97M-V/def2-TZVPD", "elements": ["Cd", "S", "P", "P", "N", "N", "N", "N", "N", "C", "C", "C", "C", "C", "C", "C", "C", "C", "C", "C", "C", "C", "C", "C", "C", "C", "C", "C", "C", "C", "C", "C", "C", "C", "C", "C", "C", "C", "C", "C", "C", "C", "C", "C", "C", "C", "C", "C", "C", "C", "C", "C", "C", "C", "C", "C", "C", "C", "C", "C", "H", "H", "H", "H", "H", "H", "H", "H", "H", "H", "H", "H", "H", "H", "H", "H", "H", "H", "H", "H", "H", "H", "H", "H", "H", "H", "H", "H", "H", "H", "H", "H", "H", "H", "H", "H", "H", "H", "H", "H", "H", "H"], "xyz": [[-19.153, -5.274, 10.503], [-18.940, -7.470, 9.086], [-20.242, -8.292, 13.897], [-17.603, -2.687, 13.367], [-17.300, -5.027, 9.033], [-16.501, -6.096, 8.992], [-17.874, -5.963, 12.205], [-16.467, -8.367, 9.089], [-18.817, -3.011, 9.522], [-22.394, -4.273, 16.069], [-16.368, -2.479, 15.886], [-20.007, -9.898, 14.782], [-18.710, -10.276, 15.045], [-15.306, -2.159, 16.709], [-19.466, -0.711, 9.312], [-16.813, -7.064, 13.815], [-13.920, -1.626, 14.818], [-16.842, -5.172, 12.630], [-22.519, -4.178, 13.657], [-21.314, -10.130, 11.998], [-23.618, -3.643, 16.141], [-24.373, -3.352, 14.995], [-18.848, -8.206, 12.581], [-13.835, -4.395, 6.168], [-18.434, -11.440, 15.747], [-13.532, -2.517, 7.617], [-15.040, -4.655, 6.820], [-16.616, -0.625, 11.661], [-17.800, -2.804, 8.651], [-20.847, -11.818, 15.979], [-19.641, -1.969, 9.817], [-13.081, -3.335, 6.626], [-17.584, -1.072, 12.562], [-22.152, -10.525, 11.036], [-16.222, -2.303, 14.542], [-17.587, -1.621, 7.987], [-14.732, -2.776, 8.257], [-16.719, -3.722, 12.137], [-17.838, -7.131, 12.856], [-20.964, -4.532, 11.529], [-23.801, -3.597, 13.782], [-16.901, -3.976, 8.497], [-22.970, -8.268, 10.916], [-18.387, -0.550, 8.396], [-19.514, -12.229, 16.147], [-21.857, -4.624, 14.860], [-18.487, 1.173, 12.611], [-17.217, -7.188, 9.099], [-16.188, -5.798, 13.631], [-22.135, -7.882, 11.949], [-23.031, -9.569, 10.465], [-15.519, -3.840, 7.893], [-17.523, 1.580, 11.745], [-14.086, -1.765, 16.238], [-16.557, 0.679, 11.294], [-21.337, -8.856, 12.610], [-21.787, -4.398, 12.419], [-18.524, -0.154, 12.978], [-14.978, -1.864, 14.005], [-21.071, -10.653, 15.288], [-16.762, -1.428, 7.234], [-13.301, -1.622, 16.875], [-18.379, -9.195, 12.499], [-15.297, -5.412, 14.127], [-15.886, -1.292, 11.229], [-19.200, 1.949, 12.928], [-17.859, -9.662, 14.759], [-17.394, -11.683, 15.895], [-15.512, -2.289, 17.828], [-21.947, -4.644, 16.987], [-14.783, -1.656, 12.944], [-21.629, -12.511, 16.319], [-22.055, -6.836, 12.187], [-23.590, -9.781, 9.560], [-18.130, 0.421, 8.061], [-22.072, -10.369, 15.078], [-20.537, -10.781, 12.268], [-19.273, -13.170, 16.586], [-12.955, -1.312, 14.369], [-15.498, -8.156, 9.273], [-23.517, -7.537, 10.312], [-17.407, 2.562, 11.356], [-24.268, -3.247, 12.864], [-15.062, -2.010, 8.960], [-19.342, -8.020, 11.594], [-20.089, 0.034, 9.759], [-16.553, -7.839, 14.485], [-20.445, -2.288, 10.449], [-17.318, -2.840, 16.153], [-12.904, -1.642, 7.867], [-15.675, -3.392, 11.948], [-20.930, -5.191, 14.720], [-12.187, -3.036, 6.124], [-16.788, -9.184, 9.576], [-15.723, -5.395, 6.490], [-22.049, -11.528, 10.618], [-13.531, -5.007, 5.375], [-17.276, -3.631, 11.208], [-25.320, -2.772, 15.011], [-19.290, -0.483, 13.677], [-15.775, 1.017, 10.605], [-24.032, -3.408, 17.137]], "de_lowest_kcal_mol": 15.1, "charge": -1, "homo_ev": -4.0695, "orbital_gap_ev": 6.1922, "mol_weight_da": 931.4, "lumo_energy_ha": 0.078}